# 1
ORCA calculation (wB97M-V/def2-TZVPD) on a structure of composition C24H26N4PtS2Si.

XYZ file:
```
58
Properties=species:S:1:pos:R:3:forces:R:3
C 1.346680 -1.901234 2.792248 -0.503 -0.141 -1.045
C 0.865271 -1.818534 1.425915 0.876 -0.543 0.056
C 2.056782 -1.726564 0.547039 -0.126 -0.732 1.182
H -0.119055 -2.090149 1.043784 0.348 0.073 0.346
C 3.217072 -1.828046 1.426479 -0.734 -0.203 -1.334
C 2.761773 -1.936451 2.758423 0.004 -0.070 0.617
H 3.398460 -2.132467 3.620794 -0.174 0.277 -0.253
H 0.708783 -2.066894 3.656337 0.247 0.196 -0.136
H 1.993075 -1.971351 -0.514146 0.140 -0.081 0.308
H 4.242013 -1.937786 1.079152 -0.206 0.177 0.236
Pt 1.410027 0.262386 1.051998 0.120 -2.740 -0.527
C -0.260876 0.855043 -1.502303 -0.863 1.212 -2.145
H 0.232739 -0.094623 -1.242785 -0.650 0.169 -0.194
H -0.473715 1.488258 -0.633532 -0.158 -0.229 -0.338
H 0.382551 1.412787 -2.194157 0.318 -0.022 0.239
Si -2.069440 0.455953 -2.540499 1.056 -2.061 2.367
C -3.009431 0.418226 -0.901718 -0.258 0.198 0.005
C -2.985168 -0.714219 -0.074519 -0.018 0.307 0.380
H -2.597178 -1.662185 -0.453601 -0.135 0.283 0.133
C -3.434737 -0.636012 1.250312 0.053 -0.053 -0.185
H -3.402895 -1.532452 1.873659 -0.120 0.258 -0.124
C -3.927386 0.568263 1.758335 0.105 0.019 -0.169
H -4.307736 0.615185 2.782473 0.089 0.012 -0.324
C -3.958153 1.701211 0.935650 0.018 0.077 0.014
H -4.331665 2.649000 1.332556 0.016 -0.310 -0.162
C -3.511159 1.626335 -0.387604 0.050 -0.336 0.397
H -3.527133 2.517084 -1.021368 -0.086 -0.187 0.226
C -1.683170 -1.339381 -2.941593 0.223 -0.043 -0.495
C -2.689993 -2.312906 -2.875652 0.332 -0.334 -0.069
H -3.733199 -2.014597 -2.724835 0.357 -0.146 -0.023
C -2.366092 -3.674557 -2.966520 -0.020 0.167 -0.055
H -3.160639 -4.418105 -2.895179 0.238 0.167 -0.041
C -1.037969 -4.078458 -3.134256 -0.070 0.287 0.107
H -0.784500 -5.140681 -3.177385 -0.102 0.383 0.009
C -0.036413 -3.107629 -3.250102 -0.091 0.107 -0.121
H 1.004537 -3.406583 -3.379693 -0.269 -0.003 -0.112
C -0.360515 -1.747767 -3.202904 -0.369 -0.537 0.390
H 0.428414 -1.004273 -3.330739 -0.156 -0.185 0.057
H -0.212999 0.123212 0.926113 -1.001 -0.028 0.275
H -2.998604 0.921474 -3.587007 0.624 0.988 -0.135
N 3.876229 0.091088 -1.363202 0.394 0.375 0.085
C 3.766357 1.221104 -0.668556 -0.855 0.584 0.542
N 2.831229 1.500407 0.246859 1.477 0.412 -1.126
C 2.902472 2.807924 0.718969 0.254 -0.813 -0.548
C 3.932830 3.527421 0.150589 -0.004 0.177 0.116
S 4.822802 2.577223 -0.969405 -0.225 0.650 0.450
C 1.871300 3.132100 1.634990 -1.180 -1.708 0.066
C 1.469190 4.290121 2.271274 -0.315 0.589 0.422
S 0.048944 4.043039 3.204951 0.593 0.761 -0.307
C 0.003191 2.370016 2.711173 0.024 -0.675 -0.368
N 1.023407 2.061605 1.904238 -0.112 1.904 1.529
N -0.953741 1.520578 3.089090 0.816 1.180 0.106
H 4.638206 0.027662 -2.026658 -0.244 -0.299 0.048
H 3.280773 -0.712640 -1.196988 0.127 0.369 0.012
H 4.130794 4.560475 0.395679 0.397 -0.033 -0.278
H 1.990959 5.230748 2.169641 -0.315 0.187 0.276
H -1.717548 1.865569 3.656369 0.003 -0.208 -0.102
H -0.985751 0.565046 2.741819 0.057 0.175 -0.277
```
Forces are in eV/Å.

Strongest force on any atom, eV/Å: 3.311
Spin multiplicity: 5
Energy relative to the best compared isomer or geometry (same formula, charge and spin), eV: 0.473
Electronic energy, hartree: -2353.56661
Total charge: +2

Here are the natural (NBO) charges for atoms 1 to 5, given in e: number 1, C, carries -0.213; number 2, C, carries -0.270; number 3, C, carries -0.431; number 4, H, carries 0.277; number 5, C, carries -0.156

---

# 2
ORCA calculation (wB97M-V/def2-TZVPD) on a structure of composition C24H26N8PPr.

XYZ file:
```
60
Properties=species:S:1:pos:R:3:forces:R:3
Pr -0.249600 0.157100 -0.341900 -0.173 -0.002 0.114
C 1.019900 -2.001800 5.037700 0.307 -0.624 0.540
N 0.564400 -1.051600 4.056600 -0.092 0.174 -0.728
C -0.008400 0.142000 4.336600 -0.277 0.574 -0.174
C -0.284500 0.740200 3.135600 0.005 0.031 0.358
N 0.115700 -0.080600 2.123300 0.338 -0.577 0.550
C 0.629900 -1.171300 2.709500 0.149 -0.216 -0.187
P 1.347700 -2.671600 1.898300 -0.369 0.749 -0.599
C 2.421800 -1.787800 0.684600 -0.367 -0.165 0.258
N 2.072200 -0.785000 -0.131800 0.445 -0.388 0.315
C 3.224700 -0.386500 -0.744400 0.302 -0.054 -0.056
C 4.267300 -1.156300 -0.301500 -0.117 0.505 -0.430
N 3.749100 -2.034900 0.590600 -0.666 0.386 -0.156
C 4.491800 -3.050100 1.291700 0.425 -0.643 0.487
C -0.101400 -3.045600 0.810200 0.269 0.182 0.344
N -0.897100 -2.169700 0.179400 0.183 -0.622 0.321
C -1.950900 -2.895200 -0.294900 -0.172 -0.263 -0.025
C -1.785900 -4.211900 0.041500 -0.448 0.430 -0.357
N -0.622400 -4.291700 0.731400 0.068 0.781 -0.145
C -0.041800 -5.500400 1.255800 0.339 -0.713 0.398
H 0.813700 -1.609000 6.030500 0.005 -0.011 -0.060
H 2.093500 -2.170700 4.946400 -0.073 0.061 0.009
H 0.503300 -2.955600 4.926900 -0.012 0.091 0.007
H -0.177400 0.475300 5.340900 -0.009 0.045 0.172
H -0.733300 1.703700 2.957600 -0.008 -0.006 0.019
H 3.240300 0.424600 -1.450800 0.070 0.020 -0.092
H 5.309100 -1.129200 -0.553100 0.156 -0.059 -0.021
H 5.527600 -3.029800 0.957000 -0.116 0.002 -0.009
H 4.075200 -4.038700 1.095100 0.065 0.087 -0.064
H 4.475300 -2.878200 2.368000 0.006 0.074 -0.062
H -2.760000 -2.427500 -0.828100 -0.086 -0.083 -0.097
H -2.406800 -5.062500 -0.158900 -0.031 -0.175 -0.012
H -0.593300 -6.354900 0.868200 0.064 0.075 0.002
H -0.091400 -5.519600 2.344400 -0.059 0.024 -0.036
H 1.002200 -5.584200 0.954900 -0.103 -0.029 -0.054
C 0.384900 -0.166900 -3.788200 -0.037 -0.225 -0.120
N -0.222300 0.552500 -2.655600 0.068 0.312 -0.354
C -1.096000 1.488000 -2.960800 0.042 0.199 0.145
C -1.789100 2.246200 -1.999700 -0.306 0.276 -0.190
C -2.674800 3.323700 -2.208600 0.422 -0.534 -0.030
C -3.032700 3.795900 -0.960800 0.110 -0.135 0.286
C -2.369200 2.996800 -0.028600 -0.070 0.119 0.028
N -1.618700 2.049400 -0.621400 0.045 0.123 -0.085
C -0.654500 -1.007100 -4.493800 0.113 -0.009 0.011
C -1.348200 -1.966800 -3.765300 0.084 -0.002 0.107
C -2.317500 -2.742800 -4.377200 0.059 -0.024 0.181
C -2.595300 -2.568800 -5.725300 -0.018 -0.010 -0.035
C -1.915500 -1.607700 -6.451800 -0.071 -0.064 -0.036
C -0.952000 -0.824700 -5.837100 0.108 0.009 0.216
H 1.181200 -0.817300 -3.389900 -0.150 0.255 -0.152
H 0.833100 0.537100 -4.498100 0.058 -0.066 0.162
H -1.291000 1.718300 -4.008300 -0.059 -0.024 -0.007
H -2.997200 3.695900 -3.160700 -0.040 0.088 -0.240
H -3.685000 4.615800 -0.740000 -0.149 0.167 0.063
H -2.405300 3.082700 1.047800 -0.042 -0.023 0.010
H -1.099800 -2.101600 -2.706300 -0.126 -0.094 -0.320
H -2.852300 -3.491100 -3.811600 -0.051 -0.094 0.049
H -3.336000 -3.187600 -6.207700 -0.086 -0.029 -0.027
H -2.132100 -1.466900 -7.499300 -0.028 0.010 -0.094
H -0.425200 -0.075500 -6.407100 0.106 0.112 -0.095
```
Forces are in eV/Å.

Strongest force on any atom, eV/Å: 1.028
Spin multiplicity: 3
Energy relative to the best compared isomer or geometry (same formula, charge and spin), eV: 0.000
Electronic energy, hartree: -2226.18286
Total charge: +2

Here are the natural (NBO) charges for atoms 1 to 5, given in e: number 1, Pr, carries 2.087; number 2, C, carries -0.416; number 3, N, carries -0.298; number 4, C, carries -0.034; number 5, C, carries -0.054

---

Q: Which of these has the highest energy relative to the best compared isomer or geometry (same formula, charge and spin)?
A: C24H26N4PtS2Si

---

Q: The highest energy relative to the best compared isomer or geometry (same formula, charge and spin) belongs to which entry?
A: C24H26N4PtS2Si

---

Q: What is the formula in the second record?
A: C24H26N8PPr

---

Q: strongest force on any atom of number 2 (C24H26N8PPr)?
A: 1.028 eV/Å